P | {
  "formula": "C6H15ClNOP",
  "method": "wB97M-V/def2-TZVPD",
  "elements": ["C", "C", "C", "N", "P", "O", "Cl", "H", "H", "H", "H", "H", "H", "H", "H", "H", "C", "C", "C", "H", "H", "H", "H", "H", "H"],
  "positions_angstrom": [[-0.66, -2.96, -0.05], [-0.95, -1.96, 1.12], [-1.82, -2.59, 2.19], [-1.50, -0.71, 0.61], [-0.54, 0.42, -0.22], [0.54, 0.69, 1.03], [-1.79, 2.09, -0.26], [-0.17, -3.75, 0.28], [-1.54, -3.33, -0.43], [-0.17, -2.66, -0.92], [-0.09, -1.76, 1.75], [-2.51, -1.92, 2.79], [-1.26, -3.10, 2.84], [-2.54, -3.29, 1.63], [-2.46, -0.46, 0.70], [1.36, 1.14, 0.68], [2.61, 2.57, -0.45], [1.99, 2.13, -1.51], [1.14, 3.12, -2.31], [3.17, 1.90, 0.14], [2.62, 3.64, -0.29], [1.94, 1.15, -1.62], [1.52, 3.26, -3.32], [0.87, 3.93, -1.79], [0.24, 2.45, -2.58]],
  "gap_ha": 0.350,
  "total_charge": 0,
  "homo_energy_ha": -0.3134
}

=====

Q | {
  "formula": "C6H15ClNOP",
  "method": "wB97M-V/def2-TZVPD",
  "elements": ["C", "C", "C", "C", "C", "C", "N", "O", "P", "Cl", "H", "H", "H", "H", "H", "H", "H", "H", "H", "H", "H", "H", "H", "H", "H"],
  "positions_angstrom": [[-1.10, 2.36, 0.49], [-3.02, 0.80, 0.04], [0.87, -1.90, -1.62], [1.01, -2.61, 0.80], [-1.62, 1.31, -0.38], [1.34, -1.66, -0.25], [-0.81, 0.08, -0.43], [1.66, 1.03, 0.56], [0.69, 0.06, 0.05], [4.60, 2.77, 0.87], [-0.65, 3.12, -0.10], [-1.80, 2.87, 1.06], [-0.35, 1.89, 1.12], [-3.54, 0.04, -0.48], [-3.71, 1.59, 0.10], [-3.00, 0.49, 1.07], [1.19, -2.86, -2.02], [-0.18, -1.78, -1.56], [1.17, -0.95, -2.10], [0.54, -2.20, 1.77], [1.87, -3.06, 1.30], [0.33, -3.30, 0.41], [-1.79, 1.58, -1.49], [2.47, -1.52, -0.25], [3.81, 1.84, 1.05]],
  "gap_ha": 0.376,
  "total_charge": 0,
  "homo_energy_ha": -0.3579
}

=====

Energetically preferred structure: P | next structure: +0.269 eV

=====

P | {
  "formula": "C24H53GeN3O11PTeTi",
  "method": "wB97M-V/def2-TZVPD",
  "elements": ["Ti", "C", "N", "C", "C", "O", "C", "O", "C", "C", "O", "N", "C", "C", "H", "H", "H", "H", "H", "H", "H", "H", "H", "H", "H", "H", "H", "H", "H", "H", "C", "C", "C", "C", "O", "Ge", "O", "C", "C", "C", "C", "O", "C", "C", "C", "C", "H", "H", "H", "H", "H", "H", "H", "H", "H", "H", "H", "H", "H", "H", "H", "H", "H", "H", "H", "H", "H", "H", "H", "H", "H", "H", "H", "O", "N", "O", "C", "C", "O", "P", "O", "Te", "O", "C", "C", "H", "H", "H", "H", "H", "H", "H", "H", "H", "H"],
  "positions_angstrom": [[0.03, -0.63, -0.09], [-3.55, 1.46, -1.74], [-3.06, 2.24, -0.62], [-3.74, 3.49, -0.36], [-1.89, 1.89, -0.04], [-1.26, 0.91, -0.44], [-1.38, 2.72, 1.12], [-0.16, 2.25, 1.60], [-0.13, 1.75, 2.90], [-0.24, 0.22, 2.95], [-0.40, -0.44, 1.90], [-0.09, -0.38, 4.14], [-0.06, -1.83, 4.24], [-0.06, 0.33, 5.40], [-4.63, 1.42, -1.69], [-3.14, 0.45, -1.67], [-3.24, 1.91, -2.69], [-4.81, 3.32, -0.44], [-3.45, 4.25, -1.09], [-3.53, 3.86, 0.64], [-2.15, 2.73, 1.91], [-1.24, 3.75, 0.78], [-0.91, 2.20, 3.53], [0.84, 2.02, 3.32], [-0.02, -2.27, 3.25], [-0.97, -2.19, 4.74], [0.82, -2.12, 4.82], [0.30, 1.35, 5.28], [0.63, -0.18, 6.07], [-1.05, 0.35, 5.86], [2.14, 3.95, -2.96], [1.18, 3.73, -1.79], [-0.15, 4.43, -2.10], [1.78, 4.31, -0.50], [0.86, 2.37, -1.58], [2.11, 1.00, -1.71], [0.73, -0.31, -2.02], [0.41, -0.88, -3.30], [-0.98, -0.39, -3.69], [0.44, -2.40, -3.16], [1.42, -0.44, -4.35], [1.87, 0.37, 0.15], [3.10, -0.06, 0.78], [4.01, 1.16, 0.91], [2.78, -0.59, 2.17], [3.77, -1.16, -0.04], [2.24, 5.02, -3.17], [1.75, 3.46, -3.85], [3.13, 3.55, -2.75], [-0.03, 5.51, -2.15], [-0.88, 4.19, -1.33], [-0.54, 4.08, -3.06], [1.93, 5.39, -0.57], [2.75, 3.84, -0.31], [1.13, 4.09, 0.34], [-1.71, -0.78, -2.98], [-1.25, -0.74, -4.69], [-1.01, 0.70, -3.67], [-0.19, -2.72, -2.33], [1.46, -2.74, -2.95], [0.09, -2.87, -4.08], [1.41, 0.65, -4.48], [1.16, -0.89, -5.31], [2.43, -0.75, -4.09], [3.47, 1.97, 1.40], [4.35, 1.51, -0.06], [4.89, 0.92, 1.51], [2.34, 0.20, 2.78], [3.69, -0.93, 2.66], [2.09, -1.43, 2.10], [4.15, -0.77, -0.99], [3.06, -1.96, -0.23], [4.62, -1.57, 0.52], [1.12, -4.48, 0.44], [0.34, -3.53, 0.61], [0.72, -2.29, 0.15], [-3.27, -4.48, -1.93], [-3.99, -3.15, -1.95], [-4.11, -2.54, -0.66], [-2.80, -2.13, 0.18], [-1.74, -1.66, -0.78], [-2.21, -3.86, 1.69], [-3.32, -0.83, 0.95], [-4.37, -0.91, 1.91], [-4.56, 0.46, 2.52], [-3.31, -4.92, -2.93], [-3.74, -5.17, -1.23], [-2.23, -4.38, -1.64], [-5.02, -3.27, -2.29], [-3.48, -2.45, -2.62], [-4.10, -1.66, 2.67], [-5.28, -1.25, 1.41], [-3.65, 0.76, 3.05], [-5.38, 0.45, 3.23], [-4.77, 1.20, 1.75]],
  "s_squared": 3.7667,
  "multiplicity": 4,
  "gap_ha": [0.208, 0.241],
  "total_charge": 0,
  "homo_energy_ha": [-0.2068, -0.2541]
}

=====

Q | {
  "formula": "C24H53GeN3O11PTeTi",
  "method": "wB97M-V/def2-TZVPD",
  "elements": ["Ti", "C", "N", "C", "C", "O", "C", "O", "C", "C", "O", "N", "C", "C", "H", "H", "H", "H", "H", "H", "H", "H", "H", "H", "H", "H", "H", "H", "H", "H", "C", "C", "C", "C", "O", "Ge", "O", "C", "C", "C", "C", "O", "C", "C", "C", "C", "H", "H", "H", "H", "H", "H", "H", "H", "H", "H", "H", "H", "H", "H", "H", "H", "H", "H", "H", "H", "H", "H", "H", "H", "H", "H", "H", "O", "N", "O", "C", "C", "O", "P", "O", "Te", "O", "C", "C", "H", "H", "H", "H", "H", "H", "H", "H", "H", "H"],
  "positions_angstrom": [[-0.25, -0.04, -0.13], [3.49, 3.99, 0.21], [2.80, 2.82, 0.73], [2.10, 3.13, 1.97], [1.98, 2.05, -0.19], [1.70, 0.82, 0.30], [2.65, 1.97, -1.57], [1.94, 1.07, -2.41], [2.56, -0.13, -2.71], [2.11, -1.31, -1.84], [1.07, -1.25, -1.17], [2.83, -2.43, -1.89], [4.08, -2.53, -2.63], [2.59, -3.50, -0.93], [4.09, 4.41, 1.02], [4.18, 3.72, -0.59], [2.81, 4.76, -0.16], [2.83, 3.36, 2.74], [1.41, 3.98, 1.86], [1.52, 2.26, 2.28], [2.65, 2.94, -2.06], [3.68, 1.62, -1.42], [2.29, -0.40, -3.74], [3.65, -0.04, -2.67], [4.03, -1.98, -3.57], [4.93, -2.17, -2.04], [4.25, -3.58, -2.88], [1.64, -3.33, -0.45], [2.58, -4.46, -1.44], [3.38, -3.49, -0.17], [-1.22, 0.83, -3.60], [-2.00, -0.31, -2.96], [-3.47, -0.20, -3.35], [-1.45, -1.66, -3.41], [-1.88, -0.19, -1.54], [-3.13, -0.88, -0.25], [-2.15, 0.26, 0.92], [-2.74, 1.44, 1.49], [-3.87, 0.99, 2.42], [-3.28, 2.36, 0.40], [-1.66, 2.14, 2.30], [-1.71, -2.07, 0.08], [-1.92, -3.33, 0.71], [-0.66, -4.16, 0.49], [-3.10, -4.05, 0.07], [-2.18, -3.12, 2.20], [-1.64, 1.79, -3.30], [-0.18, 0.82, -3.27], [-1.25, 0.75, -4.69], [-3.57, -0.16, -4.44], [-4.06, -1.04, -2.99], [-3.90, 0.72, -2.95], [-1.55, -1.78, -4.49], [-0.40, -1.75, -3.14], [-1.99, -2.48, -2.92], [-4.67, 0.51, 1.85], [-3.49, 0.29, 3.15], [-4.29, 1.85, 2.94], [-4.07, 1.86, -0.17], [-3.72, 3.26, 0.84], [-2.48, 2.65, -0.29], [-1.29, 1.46, 3.07], [-0.83, 2.44, 1.66], [-2.06, 3.03, 2.79], [-0.80, -5.17, 0.88], [-0.45, -4.22, -0.57], [0.18, -3.70, 1.01], [-2.94, -4.17, -1.00], [-3.22, -5.05, 0.51], [-4.04, -3.51, 0.21], [-1.39, -2.50, 2.63], [-3.13, -2.61, 2.36], [-2.21, -4.07, 2.74], [0.56, 3.87, -0.83], [0.64, 2.71, -0.37], [-0.34, 1.82, -0.67], [1.11, 0.18, 6.17], [1.26, 0.30, 4.68], [1.36, -1.04, 4.14], [1.49, -1.26, 2.57], [0.30, -0.78, 1.83], [3.51, -0.26, 1.73], [1.60, -2.84, 2.51], [2.08, -3.70, 3.56], [3.57, -3.58, 3.76], [1.08, 1.18, 6.61], [1.96, -0.35, 6.60], [0.19, -0.34, 6.43], [2.16, 0.84, 4.39], [0.40, 0.78, 4.22], [1.80, -4.70, 3.24], [1.54, -3.46, 4.48], [4.10, -3.76, 2.82], [3.90, -4.32, 4.49], [3.85, -2.59, 4.13]],
  "s_squared": 3.7602,
  "multiplicity": 4,
  "gap_ha": [0.248, 0.257],
  "total_charge": 0,
  "homo_energy_ha": [-0.2425, -0.2931]
}

=====

Energetically preferred structure: Q | next structure: +0.360 eV

=====

P | {
  "formula": "C7H12N2O",
  "method": "wB97M-V/def2-TZVPD",
  "elements": ["C", "C", "C", "N", "C", "C", "C", "C", "N", "H", "H", "H", "H", "H", "H", "H", "H", "H", "H", "O", "H", "H"],
  "positions_angstrom": [[-1.09, -2.79, 0.74], [-0.66, -1.53, -0.04], [-0.95, -1.71, -1.53], [-1.27, -0.30, 0.49], [-2.57, 0.13, -0.01], [-3.74, -0.70, 0.35], [-4.71, -1.37, 0.63], [0.83, -1.34, 0.08], [1.90, -1.82, 0.39], [-0.55, -3.67, 0.37], [-0.86, -2.67, 1.81], [-2.17, -2.93, 0.63], [-2.01, -1.94, -1.69], [-0.70, -0.80, -2.10], [-0.35, -2.54, -1.92], [-1.29, -0.33, 1.51], [-2.74, 1.15, 0.38], [-2.53, 0.23, -1.10], [-5.54, -2.04, 0.77], [1.66, 0.50, 0.53], [0.78, 0.73, 0.91], [2.49, -0.46, 0.78]],
  "gap_ha": 0.352,
  "total_charge": 0,
  "homo_energy_ha": -0.3278
}

=====

Q | {
  "formula": "C7H12N2O",
  "method": "wB97M-V/def2-TZVPD",
  "elements": ["H", "N", "C", "O", "C", "N", "C", "C", "C", "C", "C", "H", "H", "H", "H", "H", "H", "H", "H", "H", "H", "H"],
  "positions_angstrom": [[2.70, -0.36, -1.40], [2.72, 0.51, -0.87], [2.09, 0.39, 0.26], [2.13, 1.57, 0.86], [0.93, -0.54, 0.56], [1.25, -1.93, 0.29], [-0.33, -0.15, -0.22], [-1.57, -1.01, 0.13], [-2.72, -0.07, -0.09], [-2.30, 1.20, -0.19], [-0.81, 1.31, -0.05], [2.66, 2.04, -0.08], [0.73, -0.41, 1.64], [1.26, -2.14, -0.70], [2.15, -2.21, 0.68], [-0.12, -0.30, -1.29], [-1.63, -1.92, -0.48], [-1.53, -1.34, 1.19], [-3.76, -0.39, -0.10], [-2.95, 2.07, -0.30], [-0.55, 1.70, 0.95], [-0.35, 1.99, -0.78]],
  "gap_ha": 0.368,
  "total_charge": 0,
  "homo_energy_ha": -0.3388
}

=====

R | {
  "formula": "C7H12N2O",
  "method": "wB97M-V/def2-TZVPD",
  "elements": ["C", "C", "N", "C", "C", "N", "C", "C", "C", "O", "H", "H", "H", "H", "H", "H", "H", "H", "H", "H", "H", "H"],
  "positions_angstrom": [[1.28, -2.14, 0.09], [1.50, -0.67, 0.05], [2.68, -0.13, -0.04], [2.49, 1.22, -0.04], [1.16, 1.50, 0.06], [0.52, 0.28, 0.12], [-0.92, 0.09, 0.16], [-1.62, 1.33, 0.74], [-1.43, -0.18, -1.26], [-1.15, -1.02, 1.01], [0.84, -2.43, 1.04], [0.62, -2.47, -0.71], [2.25, -2.61, -0.02], [3.32, 1.90, -0.11], [0.65, 2.43, 0.08], [-1.17, 1.60, 1.69], [-2.67, 1.09, 0.91], [-1.57, 2.17, 0.05], [-1.02, -1.12, -1.63], [-2.52, -0.25, -1.27], [-1.13, 0.62, -1.93], [-2.09, -1.22, 1.00]],
  "gap_ha": 0.330,
  "total_charge": 0,
  "homo_energy_ha": -0.3068
}

=====

Energetically preferred structure: R | next structure: +1.857 eV

=====

P | {
  "formula": "C7H9BO3",
  "method": "wB97M-V/def2-TZVPD",
  "elements": ["C", "O", "C", "C", "C", "C", "B", "O", "O", "C", "C", "H", "H", "H", "H", "H", "H", "H", "H", "H"],
  "positions_angstrom": [[-1.43, -2.99, 1.58], [-0.55, -2.81, 0.47], [-0.26, -1.46, 0.20], [-0.88, -0.36, 0.76], [-0.44, 0.87, 0.36], [0.52, 1.07, -0.62], [0.91, 2.62, -0.82], [2.24, 2.90, -1.15], [-0.10, 3.58, -0.91], [1.08, 0.00, -1.24], [0.67, -1.26, -0.82], [-0.88, -2.85, 2.47], [-1.65, -4.06, 1.51], [-2.40, -2.51, 1.57], [-1.55, -0.66, 1.57], [-0.87, 1.66, 0.87], [2.46, 3.74, -1.58], [0.15, 4.51, -1.17], [1.85, 0.17, -1.95], [1.16, -2.16, -1.09]],
  "gap_ha": 0.323,
  "total_charge": 0,
  "homo_energy_ha": -0.3121
}

=====

Q | {
  "formula": "C7H9BO3",
  "method": "wB97M-V/def2-TZVPD",
  "elements": ["O", "C", "C", "C", "C", "C", "C", "B", "O", "O", "C", "H", "H", "H", "H", "H", "H", "H", "H", "H"],
  "positions_angstrom": [[-1.29, 0.59, -2.06], [-1.14, 1.16, -0.99], [-1.57, 0.65, 0.40], [-2.20, -0.68, 0.22], [-1.29, -1.69, -0.03], [0.16, -1.48, -0.20], [0.74, -0.39, 0.29], [2.21, 0.01, 0.02], [3.23, -0.63, 0.65], [2.42, 1.01, -0.85], [-0.16, 0.58, 1.02], [-0.51, 2.14, -1.04], [-2.20, 1.55, 0.90], [-3.25, -0.82, 0.29], [-1.57, -2.68, -0.13], [0.64, -2.28, -0.64], [4.04, -0.19, 0.34], [1.68, 1.15, -1.41], [0.26, 1.58, 1.10], [-0.20, 0.41, 2.14]],
  "gap_ha": 0.332,
  "total_charge": 0,
  "homo_energy_ha": -0.3156
}

=====

R | {
  "formula": "C7H9BO3",
  "method": "wB97M-V/def2-TZVPD",
  "elements": ["O", "B", "C", "C", "C", "O", "H", "H", "H", "H", "H", "C", "C", "C", "C", "O", "H", "H", "H", "H"],
  "positions_angstrom": [[1.95, 1.45, -2.32], [1.95, 1.35, -0.94], [0.81, 2.03, -0.08], [1.05, 1.61, 1.17], [2.14, 0.68, 1.23], [2.65, 0.50, -0.14], [2.59, 1.10, -2.85], [0.19, 2.87, -0.56], [0.46, 1.70, 2.16], [3.02, 1.10, 1.91], [1.93, -0.33, 1.59], [-3.84, 0.91, -0.31], [-3.00, 0.07, -0.85], [-1.76, -0.24, -0.19], [-1.60, -0.07, 1.07], [-1.32, 0.04, 2.20], [-3.79, 1.13, 0.76], [-4.84, 1.16, -0.65], [-3.01, -0.30, -1.85], [-0.82, -0.39, -0.75]],
  "gap_ha": 0.333,
  "total_charge": 0,
  "homo_energy_ha": -0.3127
}

=====

Energetically preferred structure: P | next structure: +1.103 eV

=====

P | {
  "formula": "C3H7FO2",
  "method": "wB97M-V/def2-TZVPD",
  "elements": ["O", "C", "C", "O", "C", "F", "H", "H", "H", "H", "H", "H", "H"],
  "positions_angstrom": [[1.71, -0.56, -0.73], [0.59, -1.17, -0.07], [-0.60, -0.23, 0.08], [-1.14, -0.06, -1.23], [-0.29, 1.07, 0.76], [-1.35, 1.95, 0.88], [1.38, -0.17, -1.53], [0.93, -1.38, 0.97], [0.17, -2.06, -0.55], [-1.40, -0.61, 0.77], [-0.58, 0.67, -1.46], [0.50, 1.65, 0.26], [0.08, 0.92, 1.85]],
  "gap_ha": 0.419,
  "total_charge": 0,
  "homo_energy_ha": -0.3930
}

=====

Q | {
  "formula": "C3H7FO2",
  "method": "wB97M-V/def2-TZVPD",
  "elements": ["C", "O", "C", "C", "O", "F", "H", "H", "H", "H", "H", "H", "H"],
  "positions_angstrom": [[-1.41, -0.17, 1.09], [-0.79, 0.45, 0.00], [0.57, -0.01, -0.16], [0.74, 0.75, -1.46], [0.67, -1.38, -0.17], [1.26, 0.52, 0.94], [-2.40, 0.07, 1.34], [-0.89, -0.21, 2.06], [-1.51, -1.21, 0.95], [0.96, 1.69, -1.16], [1.60, 0.47, -1.96], [-0.14, 0.53, -1.99], [1.34, -1.50, 0.52]],
  "gap_ha": 0.415,
  "total_charge": 0,
  "homo_energy_ha": -0.3847
}

=====

Energetically preferred structure: P | next structure: +0.094 eV

=====

P | {
  "formula": "C2H9N2",
  "method": "wB97M-V/def2-TZVPD",
  "elements": ["N", "C", "C", "N", "H", "H", "H", "H", "H", "H", "H", "H", "H"],
  "positions_angstrom": [[-1.10, -0.80, -0.09], [-0.84, 0.55, 0.38], [0.48, 0.83, -0.28], [1.24, -0.59, 0.14], [-1.18, -0.65, -1.14], [-1.95, -1.38, 0.14], [-1.54, 1.32, 0.17], [-0.57, 0.59, 1.53], [0.40, 0.80, -1.34], [0.91, 1.85, 0.03], [1.80, -0.89, -0.75], [2.00, -0.48, 0.87], [0.37, -1.17, 0.33]],
  "gap_ha": 0.436,
  "total_charge": 1,
  "homo_energy_ha": -0.5606
}

=====

Q | {
  "formula": "C2H9N2",
  "method": "wB97M-V/def2-TZVPD",
  "elements": ["N", "H", "H", "H", "H", "C", "C", "N", "H", "H", "H", "H", "H"],
  "positions_angstrom": [[1.54, -1.14, -0.95], [1.06, -1.33, -1.87], [1.84, -1.80, -0.27], [2.29, -0.49, -1.22], [0.44, -0.19, -0.38], [-1.43, -0.36, 0.77], [-0.21, 1.71, 0.29], [-0.38, 0.47, 0.17], [-2.09, 0.42, 1.05], [-1.13, -0.98, 1.62], [-1.76, -0.97, -0.03], [-0.96, 2.48, 0.65], [0.78, 2.20, 0.18]],
  "gap_ha": 0.401,
  "total_charge": 1,
  "homo_energy_ha": -0.5594
}

=====

Energetically preferred structure: Q | next structure: +0.118 eV